Record 1
A 6-piece molecular cluster, C22H59NO7P overall at a distorted geometry, computed with the ωB97M-V functional and the def2-TZVPD basis.

The value obtained for the orbital gap is 0.210 Eh. The charge is -1. The calculation puts the total energy at -48877.44384 eV. The LUMO energy comes out at 2.1 eV. The calculation puts the HOMO energy at -0.132 Eh.

```
90
C22H59NO7P, DFT the ωB97M-V functional and the def2-TZVPD basis
N 0.88 -3.39 -0.85
C 1.94 -2.28 -1.03
C 3.36 -3.12 -1.24
O 4.37 -2.21 -0.61
P 3.63 -1.62 0.89
O 2.08 -1.29 0.09
H 1.35 -4.29 -0.56
H 0.48 -3.62 -1.81
H 1.55 -1.65 -1.96
H 3.52 -4.10 -0.58
H 3.54 -3.48 -2.34
H 4.79 -2.24 1.54
H 4.22 -0.32 0.68
H 3.11 -1.01 2.12
H 2.98 -2.86 1.26
C -1.69 -7.08 0.81
C -1.84 -6.18 -0.40
O -1.19 -6.69 -1.57
C -1.64 -7.94 -2.06
C -3.10 -7.92 -2.50
H -0.63 -7.32 0.98
H -2.09 -6.59 1.70
H -2.22 -8.03 0.68
H -1.38 -5.22 -0.18
H -2.90 -5.98 -0.62
H -1.46 -8.73 -1.33
H -1.02 -8.17 -2.93
H -3.77 -7.79 -1.65
H -3.36 -8.86 -3.00
H -3.29 -7.09 -3.19
C -1.21 2.36 -2.41
C -0.52 3.21 -1.36
O -0.10 2.47 -0.22
C 0.87 1.45 -0.46
C 2.18 1.97 -1.01
H -2.01 1.76 -1.97
H -1.64 2.99 -3.20
H -0.51 1.66 -2.89
H -1.24 3.96 -1.00
H 0.32 3.77 -1.79
H 0.45 0.67 -1.10
H 1.06 0.97 0.51
H 2.07 2.36 -2.02
H 2.93 1.17 -1.04
H 2.56 2.79 -0.39
C 0.80 8.79 -4.51
C -0.17 7.72 -4.02
O 0.47 6.49 -3.69
C 1.44 6.53 -2.64
C 0.85 6.96 -1.30
H 1.42 8.40 -5.32
H 0.25 9.66 -4.87
H 1.47 9.12 -3.71
H -0.88 7.50 -4.82
H -0.75 8.09 -3.17
H 2.28 7.17 -2.92
H 1.83 5.52 -2.54
H 0.54 8.00 -1.32
H 1.59 6.84 -0.51
H -0.03 6.35 -1.06
C -4.45 -9.50 5.14
C -4.61 -8.60 3.93
O -3.96 -9.10 2.76
C -4.41 -10.35 2.27
C -5.87 -10.33 1.83
H -3.40 -9.74 5.31
H -4.86 -9.01 6.03
H -4.99 -10.44 5.01
H -4.15 -7.63 4.15
H -5.67 -8.40 3.71
H -4.23 -11.14 3.00
H -3.79 -10.59 1.40
H -6.54 -10.21 2.68
H -6.13 -11.27 1.33
H -6.05 -9.50 1.14
C 4.97 9.98 2.59
C 3.91 10.21 1.53
O 3.01 9.12 1.39
C 2.22 8.78 2.53
C 1.30 9.90 2.97
H 5.48 9.03 2.43
H 5.71 10.79 2.57
H 4.54 9.96 3.59
H 4.40 10.34 0.56
H 3.35 11.14 1.72
H 2.87 8.46 3.35
H 1.62 7.92 2.24
H 1.86 10.75 3.36
H 0.62 9.55 3.76
H 0.70 10.27 2.13
```

Record 2
C10H15AsCrS4 as an isolated structure, computed with the ωB97M-V functional and the def2-TZVPD basis.

The value obtained for the orbital gap (spin up / spin down) is 0.263 / 0.260 Eh. The charge is -1. Its multiplicity is 4. The expectation value of S² is 3.837. The calculation puts the total energy at -143220.16758 eV. The LUMO energy (spin up / spin down) comes out at 2.8 / 2.8 eV. The calculation puts the HOMO energy (spin up / spin down) at -0.160 / -0.157 Eh.

```
31
C10H15AsCrS4, DFT the ωB97M-V functional and the def2-TZVPD basis
Cr 0.01 -0.04 0.48
C 0.73 0.82 2.43
C 1.82 0.23 1.74
C 2.01 0.95 0.52
C 1.01 1.96 0.45
C 0.21 1.87 1.62
C -0.98 2.70 1.99
C 0.85 2.92 -0.68
C 3.06 0.70 -0.52
C 2.64 -0.94 2.19
C 0.18 0.43 3.77
H -0.80 3.22 2.94
H -1.87 2.08 2.11
H -1.19 3.44 1.23
H 1.50 3.79 -0.55
H -0.18 3.28 -0.76
H 1.10 2.46 -1.63
H 3.66 1.59 -0.69
H 2.62 0.39 -1.47
H 3.73 -0.10 -0.21
H 3.59 -0.62 2.63
H 2.86 -1.61 1.36
H 2.10 -1.53 2.93
H -0.90 0.30 3.73
H 0.41 1.21 4.50
H 0.62 -0.50 4.13
S -1.53 -1.54 1.52
As -1.63 -1.75 -0.67
S -1.75 0.41 -1.07
S 0.56 -1.87 -0.94
S -2.92 -3.11 -1.58
```

Record 3
C32H40ClMgN5O3P as an isolated structure at a distorted geometry, computed with the ωB97M-V functional and the def2-TZVPD basis.

The value obtained for the orbital gap is 0.248 Eh. The charge is +1. For the energy above the lowest of the compared OMol25 structures with the same formula, charge and spin, the calculation gives 0.914 eV. The calculation puts the total energy at -74684.19178 eV. The LUMO energy comes out at -3.1 eV. The calculation puts the HOMO energy at -0.360 Eh.

```
83
C32H40ClMgN5O3P, DFT the ωB97M-V functional and the def2-TZVPD basis
Mg 0.11 -0.98 0.30
Cl -5.02 -3.99 4.27
C -3.88 -3.47 3.09
C -4.25 -3.45 1.74
C -3.38 -3.00 0.79
C -2.07 -2.54 1.12
O -1.29 -2.11 0.20
C -1.70 -2.58 2.51
C -0.44 -2.14 2.95
N 0.42 -1.53 2.20
C 1.68 -1.17 2.62
C 2.11 -1.00 3.93
C 3.43 -0.64 4.20
C 4.35 -0.48 3.20
C 3.96 -0.66 1.86
C 4.85 -0.55 0.77
C 4.39 -0.79 -0.50
C 3.03 -1.08 -0.68
N 2.17 -1.15 0.31
C 2.61 -0.98 1.57
C -2.63 -3.05 3.46
H -5.24 -3.79 1.46
H -3.67 -2.94 -0.25
H -0.19 -2.37 4.00
H 1.43 -1.13 4.75
H 3.73 -0.50 5.23
H 5.39 -0.24 3.42
H 5.89 -0.30 0.94
H 5.04 -0.74 -1.35
H 2.64 -1.27 -1.67
H -2.36 -3.05 4.51
C -2.77 2.88 3.01
N -2.16 1.78 2.31
C -2.62 0.47 2.71
P -0.76 1.93 1.42
O -0.57 0.75 0.55
N -0.87 3.29 0.46
C -1.89 3.23 -0.57
C -0.59 4.63 0.94
N 0.60 2.12 2.39
C 0.59 2.47 3.80
C 1.83 2.41 1.70
H -3.86 2.75 2.99
H -2.53 3.82 2.52
H -2.46 2.95 4.06
H -3.70 0.41 2.60
H -2.36 0.24 3.75
H -2.17 -0.26 2.05
H -2.11 2.18 -0.78
H -1.53 3.72 -1.48
H -2.81 3.73 -0.26
H -0.06 4.58 1.88
H -1.51 5.21 1.08
H 0.03 5.16 0.21
H -0.34 2.12 4.25
H 0.70 3.54 3.97
H 1.42 1.96 4.29
H 1.75 2.05 0.68
H 2.66 1.89 2.20
H 2.06 3.48 1.68
C 0.15 -1.96 -8.03
C 0.16 -1.50 -6.61
C -0.11 -2.37 -5.57
C -0.07 -1.96 -4.25
C -0.36 -2.95 -3.17
C 0.22 -0.60 -3.96
C 0.25 -0.11 -2.61
O 0.25 -0.79 -1.58
C 0.49 0.30 -5.02
C 0.83 1.74 -4.78
C 0.46 -0.17 -6.32
H -0.27 -2.96 -8.11
H 1.17 -1.98 -8.42
H -0.43 -1.28 -8.65
H -0.34 -3.40 -5.79
H -0.77 -3.86 -3.61
H -1.05 -2.56 -2.43
H 0.56 -3.21 -2.64
H 0.30 0.98 -2.50
H 1.71 1.82 -4.14
H 0.01 2.26 -4.29
H 1.04 2.24 -5.71
H 0.68 0.50 -7.14
```

Record 4
C7H18ClI2O5P2Tm as an isolated structure at a distorted geometry, computed with the ωB97M-V functional and the def2-TZVPD basis.

The value obtained for the orbital gap (spin up / spin down) is 0.175 / 0.170 Eh. The charge is +2. Its multiplicity is 3. The expectation value of S² is 2.124. For the energy above the lowest of the compared OMol25 structures with the same formula, charge and spin, the calculation gives 0.000 eV. The calculation puts the total energy at -94596.64183 eV. The LUMO energy (spin up / spin down) comes out at -11.6 / -11.7 eV. The calculation puts the HOMO energy (spin up / spin down) at -0.601 / -0.600 Eh.

```
36
C7H18ClI2O5P2Tm, DFT the ωB97M-V functional and the def2-TZVPD basis
I 0.36 -1.34 -3.44
I -0.46 1.49 -2.36
Tm 0.01 -0.45 -0.36
P -2.80 -0.08 -0.46
C -3.79 1.37 0.08
C -3.48 -0.67 -2.06
H -4.58 -0.77 -2.04
H -4.50 -1.42 0.69
H -2.99 -1.62 -2.30
H -2.90 -2.25 0.55
H -3.53 2.22 -0.56
H -3.13 0.03 -2.82
C -3.41 -1.30 0.75
H -4.87 1.15 0.07
H -3.07 -0.97 1.74
H -3.45 1.64 1.10
P 2.80 0.02 -0.46
C 3.74 1.50 0.11
C 3.44 -1.18 0.75
H 3.06 -1.51 -2.28
H 4.63 -0.63 -2.01
H 3.16 0.13 -2.81
C 3.54 -0.55 -2.04
H 2.97 -2.14 0.56
H 4.53 -1.27 0.71
H 4.83 1.32 0.09
H 3.39 1.75 1.12
H 3.10 -0.87 1.75
H 3.46 2.34 -0.53
C 0.00 1.84 0.23
O -0.06 2.98 0.41
O 0.00 -1.30 4.06
Cl 0.00 -0.14 3.24
O -1.20 0.66 3.36
O 1.19 0.66 3.37
O 0.00 -0.66 1.77
```

Record 5
C21H20F5MnO as an isolated structure at a distorted geometry, computed with the ωB97M-V functional and the def2-TZVPD basis.

The value obtained for the orbital gap (spin up / spin down) is 0.148 / 0.153 Eh. The charge is -2. Its multiplicity is 5. The expectation value of S² is 6.161. The calculation puts the total energy at -69048.59703 eV. The LUMO energy (spin up / spin down) comes out at 5.3 / 5.2 eV. The calculation puts the HOMO energy (spin up / spin down) at 0.045 / 0.037 Eh.

```
48
C21H20F5MnO, DFT the ωB97M-V functional and the def2-TZVPD basis
Mn 0.22 0.12 0.10
C 0.57 -1.51 1.40
C -0.87 -1.45 1.41
C -1.35 -1.87 0.14
H -1.49 -1.27 2.29
C -0.22 -2.12 -0.70
C 0.96 -1.94 0.08
H 1.96 -2.25 -0.22
H 1.22 -1.41 2.26
H -2.39 -2.03 -0.13
H -0.26 -2.54 -1.70
C 1.55 1.77 0.76
C 2.28 0.58 0.44
C 2.10 0.33 -0.97
H 2.96 0.05 1.11
C 1.27 1.36 -1.49
C 0.95 2.26 -0.43
H 0.42 3.20 -0.55
H 1.58 2.28 1.72
H 2.59 -0.44 -1.57
H 1.10 1.54 -2.55
O -0.78 0.22 -1.58
C -0.77 0.18 -4.38
C -2.02 0.32 -3.63
C -0.19 -1.15 -4.57
C -0.16 1.37 -5.01
C -1.83 0.88 -2.20
H -2.53 -0.65 -3.56
H -2.69 1.02 -4.16
H -1.62 1.96 -2.24
H -2.75 0.70 -1.64
H -0.67 -1.68 -5.42
H -0.32 -1.78 -3.68
H 0.89 -1.07 -4.80
H -0.59 1.56 -6.01
H 0.92 1.22 -5.16
H -0.32 2.27 -4.40
F 0.47 0.57 3.60
C -0.61 1.28 3.14
C -0.93 1.28 1.79
C -1.99 2.10 1.47
F -2.38 2.23 0.16
C -2.72 2.88 2.39
F -3.74 3.65 1.97
C -2.38 2.84 3.73
F -3.08 3.55 4.65
C -1.32 2.02 4.11
F -0.99 1.93 5.41
```

Record 6
C28H19ClIIrN2OS4 as an isolated structure, computed with the ωB97M-V functional and the def2-TZVPD basis.

The value obtained for the orbital gap (spin up / spin down) is 0.233 / 0.208 Eh. The charge is +1. Its multiplicity is 2. The expectation value of S² is 0.758. For the energy above the lowest of the compared OMol25 structures with the same formula, charge and spin, the calculation gives 1.432 eV. The calculation puts the total energy at -101170.65138 eV. The LUMO energy (spin up / spin down) comes out at -3.8 / -4.4 eV. The calculation puts the HOMO energy (spin up / spin down) at -0.372 / -0.370 Eh.

```
57
C28H19ClIIrN2OS4, DFT the ωB97M-V functional and the def2-TZVPD basis
Ir 0.44 0.31 -0.80
S 0.66 2.53 -0.14
C -1.05 2.91 0.17
C -1.44 3.69 1.25
C -2.79 3.94 1.46
C -3.75 3.41 0.61
C -3.37 2.64 -0.48
C -2.03 2.41 -0.69
S -1.45 1.38 -2.02
C -0.44 2.55 -2.99
C 0.94 1.97 -3.20
C 1.94 2.61 -3.91
C 3.09 1.90 -4.22
C 3.17 0.54 -3.92
C 2.15 -0.04 -3.21
C 2.01 -1.54 -3.03
S 0.44 -1.92 -2.18
C 0.92 -2.83 -0.72
C 0.25 -3.98 -0.39
C 0.53 -4.61 0.82
C 1.49 -4.08 1.67
C 2.15 -2.90 1.34
C 1.86 -2.25 0.16
S 2.50 -0.63 -0.22
N 1.12 0.71 -2.76
H -0.69 4.08 1.93
H -3.09 4.53 2.31
H -4.80 3.59 0.80
H -4.11 2.22 -1.16
H -0.43 3.53 -2.53
H -0.91 2.62 -3.97
H 1.80 3.63 -4.23
H 3.89 2.38 -4.76
H 4.01 -0.05 -4.25
H 2.86 -2.00 -2.54
H 1.91 -1.97 -4.03
H -0.50 -4.39 -1.06
H -0.01 -5.51 1.10
H 1.70 -4.57 2.61
H 2.87 -2.46 2.03
Cl -2.04 -2.08 5.40
C -1.85 -1.70 3.71
C -2.73 -2.20 2.80
C -2.60 -1.91 1.43
I -3.92 -2.72 0.05
C -1.57 -1.11 0.98
O -1.37 -0.78 -0.27
C -0.67 -0.59 1.93
N 0.33 0.17 1.41
C 1.25 0.66 2.23
C 1.22 0.41 3.61
C 0.22 -0.35 4.15
C -0.77 -0.89 3.30
H -3.55 -2.83 3.14
H 2.02 1.27 1.80
H 2.00 0.83 4.22
H 0.19 -0.56 5.21
```

Record 7
C23H23OP2Yb as an isolated structure at a distorted geometry, computed with the ωB97M-V functional and the def2-TZVPD basis.

The value obtained for the orbital gap (spin up / spin down) is 0.147 / 0.284 Eh. Its multiplicity is 2. The expectation value of S² is 0.770. For the energy above the lowest of the compared OMol25 structures with the same formula, charge and spin, the calculation gives 0.000 eV. The calculation puts the total energy at -76377.30313 eV. The LUMO energy (spin up / spin down) comes out at 0.2 / 0.2 eV. The calculation puts the HOMO energy (spin up / spin down) at -0.138 / -0.278 Eh.

```
50
C23H23OP2Yb, DFT the ωB97M-V functional and the def2-TZVPD basis
C -0.38 0.24 -5.08
C -1.18 1.36 -4.71
C -0.31 2.43 -4.37
C 1.03 1.98 -4.51
C 0.99 0.62 -4.94
Yb 0.04 0.42 -2.65
P 0.01 -2.76 -2.91
H -0.74 -0.71 -5.46
H -2.27 1.42 -4.77
H -0.61 3.44 -4.13
H 1.86 0.02 -5.22
H 1.92 2.59 -4.39
H 1.06 -3.62 -3.37
H -1.04 -3.55 -3.47
H -0.07 -3.41 -1.63
O 0.03 1.16 -0.61
P 0.00 0.43 0.73
C -1.58 -0.47 0.81
C -2.47 -0.21 1.87
C -3.59 -1.01 2.09
C -3.92 -2.01 1.17
C -3.20 -2.08 -0.03
C -2.04 -1.32 -0.22
C 1.57 -0.47 0.88
C 2.07 -1.28 -0.16
C 3.30 -1.92 -0.02
C 4.03 -1.82 1.17
C 3.60 -0.92 2.15
C 2.41 -0.23 1.98
C -0.03 1.44 2.22
C -0.13 0.81 3.48
C -0.19 1.55 4.65
C -0.11 2.94 4.59
C 0.03 3.57 3.36
C 0.06 2.84 2.17
H -2.28 0.62 2.56
H -4.19 -0.83 2.97
H -4.73 -2.71 1.39
H -3.54 -2.76 -0.81
H -1.49 -1.43 -1.16
H 1.47 -1.46 -1.06
H 3.70 -2.51 -0.84
H 4.92 -2.44 1.33
H 4.20 -0.76 3.05
H 2.15 0.52 2.72
H -0.20 -0.28 3.54
H -0.29 1.04 5.61
H -0.17 3.53 5.50
H 0.12 4.66 3.31
H 0.16 3.34 1.20
```

Record 8
C19H18CeIN3O4 as an isolated structure at a distorted geometry, computed with the ωB97M-V functional and the def2-TZVPD basis.

The value obtained for the orbital gap (spin up / spin down) is 0.117 / 0.115 Eh. The charge is +2. For the energy above the lowest of the compared OMol25 structures with the same formula, charge and spin, the calculation gives 5.847 eV. The calculation puts the total energy at -53661.83758 eV. The LUMO energy (spin up / spin down) comes out at -11.7 / -11.7 eV. The calculation puts the HOMO energy (spin up / spin down) at -0.545 / -0.545 Eh.

```
46
C19H18CeIN3O4, DFT the ωB97M-V functional and the def2-TZVPD basis
C 2.02 2.69 1.52
C 3.06 0.57 -0.33
H 1.44 3.53 1.11
H 3.19 2.71 1.32
H 1.74 2.26 2.46
H 2.87 0.74 -1.38
H 3.94 1.23 0.16
H 3.03 -0.39 0.15
C -2.64 1.17 -0.41
C -3.87 0.93 -1.01
C -4.04 -0.15 -1.84
C -2.92 -0.98 -2.04
H -2.46 2.06 0.22
H -4.68 1.64 -0.80
H -4.99 -0.37 -2.34
H -2.96 -1.81 -2.71
N -1.59 0.35 -0.59
C -1.69 -0.73 -1.40
C -0.51 -1.61 -1.58
N 0.70 -1.15 -1.14
C 1.74 -2.00 -1.16
C 0.49 -3.76 -2.18
C 1.70 -3.27 -1.70
H 2.66 -1.65 -0.69
H 2.62 -3.87 -1.73
C -0.64 -2.91 -2.11
H -1.62 -3.24 -2.41
H 0.39 -4.75 -2.57
Ce 0.95 1.10 0.32
I 0.60 3.08 -1.57
O 0.78 -0.58 2.07
C 0.06 0.19 2.80
O -0.24 1.37 2.37
C -0.30 -0.19 4.20
C -0.84 0.81 5.03
C -1.05 0.58 6.39
C -0.73 -0.71 6.91
C -0.25 -1.73 6.07
C -0.06 -1.47 4.72
N -0.73 -1.05 8.31
O -1.03 -0.23 9.20
O -0.37 -2.24 8.60
H -1.06 1.80 4.64
H -1.44 1.33 7.08
H -0.01 -2.70 6.49
H 0.32 -2.24 4.06
```

Which formula does entry 2 have? C10H15AsCrS4

Number 3 is which compound? C32H40ClMgN5O3P